(1)
Here is a cluster of 2 separate species, CBrNO3 in total from the OMol25 dataset. Energies are from wB97M-V/def2-TZVPD.

```
6
Properties=species:S:1:pos:R:3:nbo_charge:R:1
O 1.3209 1.3261 -0.7392 -0.51
C 1.6631 0.6308 0.0912 1.02
O 1.9072 0.0123 1.0027 -0.51
O -1.7274 -1.8807 -0.1960 -0.16
N -1.0937 -0.9202 -0.1628 0.22
Br -2.0701 0.8317 0.0042 -0.06
```

Values from the calculation:
SMILES: O=C=O.O=NBr
HOMO level: -10.4 eV
Kohn-Sham gap: 9.10 eV
strongest force on any atom: 3.88 eV/A
energy: -2892.54831 a.u.

***

(2)
Here is a structure of composition C38H31BrN7O4SSr from the OMol25 dataset. Energies are from wB97M-V/def2-TZVPD.

```
83
Properties=species:S:1:pos:R:3:nbo_charge:R:1
Sr 0.7667 -0.4366 -0.1327 1.73
Br 0.6616 0.4848 3.1182 0.01
C 2.5396 0.3233 3.4797 -0.03
C 2.8814 0.2123 4.7957 -0.27
C 4.2435 0.1501 5.1540 -0.23
C 5.2010 0.2285 4.1869 -0.19
C 4.8500 0.3519 2.8191 -0.08
C 5.8577 0.4664 1.8306 -0.25
C 5.5044 0.6163 0.5211 -0.20
C 4.1394 0.6111 0.1501 -0.32
C 3.0877 0.4557 1.0332 -0.44
C 3.4822 0.3755 2.4099 -0.05
H 2.1126 0.1788 5.5555 0.21
H 4.5164 0.0541 6.1979 0.20
H 6.2533 0.2021 4.4504 0.19
H 6.8980 0.4407 2.1375 0.19
H 6.2740 0.7225 -0.2382 0.19
H 3.9315 0.7325 -0.9157 0.17
O -0.8363 -0.2876 -3.9086 -0.98
S 0.4142 -0.2885 -3.1817 2.31
O 0.6753 -1.4720 -2.3528 -1.04
N 0.6422 0.9108 -2.2074 -1.04
C 0.4747 2.2396 -2.5197 0.18
C 0.3058 2.7798 -3.7746 -0.30
C 0.2058 4.1751 -3.9576 -0.17
C 0.2669 5.0365 -2.9037 -0.25
C 0.4167 4.5223 -1.5904 -0.10
C 0.4665 5.3582 -0.4531 -0.14
C 0.5965 4.8009 0.7836 -0.27
C 0.6662 3.3964 0.8904 0.05
N 0.6224 2.5847 -0.1341 -0.44
C 0.5117 3.1297 -1.3806 0.20
C 1.7016 -0.2792 -4.4104 -0.25
C 3.0216 -0.1783 -3.9918 -0.21
C 4.0350 -0.1767 -4.9357 -0.20
C 3.7271 -0.2762 -6.2877 -0.21
C 2.4054 -0.3785 -6.6960 -0.22
C 1.3843 -0.3800 -5.7545 -0.21
H 0.2447 2.1313 -4.6382 0.22
H 0.0821 4.5578 -4.9637 0.20
H 0.1961 6.1082 -3.0459 0.20
H 0.4021 6.4326 -0.5842 0.20
H 0.6443 5.4059 1.6793 0.21
H 0.7749 2.9312 1.8636 0.21
H 3.2527 -0.1037 -2.9364 0.24
H 5.0656 -0.0987 -4.6148 0.21
H 4.5217 -0.2738 -7.0232 0.21
H 2.1657 -0.4573 -7.7488 0.21
H 0.3455 -0.4553 -6.0464 0.24
C 0.1330 -4.8766 1.6165 -0.28
O 1.3460 -4.1451 1.4497 -0.58
C 1.2776 -2.7752 1.2648 0.33
O 0.1089 -2.3163 1.2839 -0.88
H 0.3426 -5.9056 1.3242 0.17
H -0.6706 -4.4725 1.0013 0.18
H -0.1985 -4.8626 2.6590 0.16
C -2.4632 -1.7893 -1.0602 -0.68
C -2.7416 -0.5944 -0.2128 0.40
N -1.8300 0.1859 0.3088 -0.53
C -2.4914 1.1734 0.9979 -0.07
C -3.8308 0.9739 0.9137 -0.11
N -3.9882 -0.1597 0.1371 -0.37
C -5.2314 -0.8331 -0.1100 -0.03
N -5.8060 -1.2822 1.1390 -0.20
N -7.1007 -1.0369 1.4238 -0.03
N -7.3929 -1.5524 2.5579 -0.23
C -6.2628 -2.1587 3.0620 0.04
C -6.0576 -2.8413 4.2669 -0.19
C -4.7939 -3.3234 4.5048 -0.23
C -3.7435 -3.1333 3.5790 -0.20
C -3.9260 -2.4678 2.3906 -0.18
C -5.2222 -1.9901 2.1494 0.08
H -1.4613 -2.1604 -0.8490 0.27
H -2.5123 -1.5409 -2.1223 0.26
H -3.1517 -2.6090 -0.8484 0.21
H -1.9565 1.9483 1.5210 0.22
H -4.6728 1.4935 1.3369 0.22
H -5.0333 -1.6833 -0.7595 0.22
H -5.9674 -0.1856 -0.5828 0.23
H -6.8659 -2.9692 4.9739 0.22
H -4.5854 -3.8528 5.4252 0.21
H -2.7565 -3.5096 3.8140 0.23
H -3.0943 -2.3130 1.7160 0.24
```

Values from the calculation:
HOMO level: -4.1 eV
Kohn-Sham gap: 6.37 eV
strongest force on any atom: 2.21 eV/A
energy: -5153.94660 a.u.
charge: -1